No. 1
The following is a quantum chemistry calculation of a structure of composition C16H24LiNO15, from OMol25.

Summary:
E in eV: -49380.3460
LUMO level in eV: 0.21
Energy relative to the best compared isomer or geometry (same formula, charge and spin) in kJ/mol: 266.3
Highest occupied orbital energy in eV: -6.80
Frontier orbital gap in eV: 7.01

```
57
Properties=species:S:1:pos:R:3:forces:R:3:lowdin_charge:R:1
Li 0.490515 1.736479 0.756925 0.2 0.5 0.0 0.664
N 1.289956 3.973508 1.758624 2.9 -5.3 -1.6 -0.605
O 2.064161 4.474995 2.531333 1.3 3.5 -0.1 0.007
O 0.491563 3.196253 2.228631 -4.7 -1.4 2.1 -0.108
O 1.544345 3.636442 0.526936 0.6 2.6 -0.5 -0.148
C -4.928833 -0.211950 -0.201844 0.2 0.9 -1.0 0.011
C -4.011609 0.797000 -1.111107 -1.6 -2.7 0.0 -0.246
C -4.533451 2.214289 -1.196604 14.8 -2.6 -12.8 -0.040
O -3.332089 2.922139 -0.933990 -2.2 2.9 -0.3 0.119
C -2.309319 2.143346 -0.676090 2.4 3.3 4.4 -0.595
O -1.323166 2.614809 -0.122542 -0.9 -1.2 -2.0 0.111
O -2.665023 0.920786 -0.683962 -0.4 -3.9 -0.1 0.124
H -6.025438 -0.161933 -0.478521 1.2 0.3 -0.2 0.091
H -4.963541 -0.059745 0.920304 0.8 -0.2 -1.4 0.077
H -4.586069 -1.185772 -0.580326 -0.2 -0.1 1.0 0.073
H -3.955526 0.335886 -2.133537 -0.2 0.2 1.0 0.156
H -5.260192 2.240462 -0.747066 -13.2 2.4 9.1 -0.004
H -4.657953 2.289769 -2.364850 -0.7 0.7 2.3 0.185
C 6.252898 -1.062407 -0.131669 -4.0 -1.9 3.8 0.030
C 5.138055 -1.212380 1.013400 0.3 -0.8 -1.7 -0.195
C 5.345434 -0.427935 2.269907 3.8 1.6 4.2 -0.120
O 4.137361 0.186414 2.631221 1.2 0.4 1.5 0.130
C 3.378938 0.117408 1.621732 -3.8 0.7 -3.1 -0.641
O 2.301456 0.604182 1.492522 -0.7 0.7 0.6 0.139
O 3.862017 -0.590701 0.600065 2.3 -1.7 -0.5 0.107
H 7.159688 -1.414362 0.091954 3.5 -1.8 1.9 0.046
H 6.429733 -0.135298 -0.345116 0.6 6.0 -0.8 0.027
H 6.106304 -1.463734 -1.044822 -1.7 -1.9 -2.8 0.051
H 5.012895 -2.297715 1.226545 -0.4 0.7 -0.3 0.155
H 6.154547 0.376035 2.183995 -1.1 -0.7 -0.5 0.155
H 5.619780 -0.794236 3.341310 0.1 -0.9 -2.3 0.169
C -2.802493 -2.904421 3.983659 -3.9 -1.0 -2.2 -0.002
C -2.963038 -1.986618 2.741781 -1.1 -1.4 -0.2 -0.285
C -3.336547 -0.612434 3.158081 3.2 0.9 1.3 -0.061
O -2.259691 0.211348 2.630603 -2.8 3.1 1.2 0.142
C -1.426487 -0.429922 1.936144 4.8 -1.5 -2.1 -0.509
O -0.401035 -0.013859 1.341877 -4.1 -1.7 2.1 0.061
O -1.738956 -1.762379 2.086495 1.5 -0.8 -1.4 0.081
H -2.268890 -2.574286 4.758132 1.8 2.8 3.0 0.041
H -2.322296 -3.808765 3.948266 1.6 -2.5 -1.9 0.049
H -3.751751 -3.338144 4.401326 0.2 1.2 -0.5 0.113
H -3.756330 -2.324572 1.940480 1.6 0.0 1.6 0.181
H -3.365722 -0.362305 4.189449 0.6 -0.5 1.3 0.136
H -4.237899 -0.276700 2.889644 -3.3 1.3 -2.1 0.072
C 2.099297 -1.353434 -4.636286 -0.6 -1.4 -0.6 -0.049
C 1.514881 0.096022 -4.459947 -0.5 -2.2 0.1 -0.265
C -0.035605 0.122660 -4.398737 -0.7 -0.7 -5.0 -0.180
O -0.359781 0.170486 -3.083681 -0.5 0.6 1.8 0.062
C 0.758474 0.477733 -2.352088 -2.3 1.0 3.3 -0.540
O 0.724488 0.737916 -1.169390 0.1 -0.7 -2.0 0.130
O 1.786840 0.506768 -3.110017 3.1 0.5 -1.6 0.122
H 1.805956 -2.203985 -3.865614 -0.2 2.1 -1.5 0.124
H 3.169895 -1.310421 -4.454431 0.3 0.2 -0.4 0.057
H 1.892447 -1.749083 -5.735132 0.5 0.8 2.3 0.117
H 1.952854 0.763110 -5.245340 -0.3 -0.3 1.1 0.162
H -0.518152 -0.851834 -4.825034 1.0 1.7 0.4 0.155
H -0.387894 1.015085 -5.113597 0.2 -1.5 2.1 0.164
```
Positions in Å, forces in eV/Å.

No. 2
The following is a quantum chemistry calculation of an isolated molecule of C16H24N2O3S, from OMol25.

Summary:
E in eV: -36939.6141
LUMO level in eV: 0.71
SMILES: Cc1ccccc1N(CC(=O)N1CCCCCC1)S(C)(=O)=O
Energy relative to the best compared isomer or geometry (same formula, charge and spin) in kJ/mol: 132.8
Highest occupied orbital energy in eV: -8.92
Frontier orbital gap in eV: 9.63

```
46
Properties=species:S:1:pos:R:3:forces:R:3:lowdin_charge:R:1
C 2.430014 0.321485 2.230193 0.1 0.0 0.1 -0.041
C 3.032053 0.588185 0.886212 0.0 0.1 -0.1 -0.206
C 4.224642 1.297257 0.801330 0.0 0.0 -0.1 -0.037
C 4.813016 1.585789 -0.415604 0.0 0.0 0.0 -0.082
C 4.206192 1.164665 -1.585811 0.0 0.0 -0.1 -0.084
C 3.025266 0.449043 -1.526451 -0.1 -0.1 0.0 -0.018
C 2.435109 0.155071 -0.301317 0.7 0.4 0.1 -0.234
N 1.221826 -0.565165 -0.223072 0.1 -0.8 0.2 -0.188
S 1.305438 -2.136780 0.379121 0.2 -0.6 0.0 0.642
O 2.575181 -2.293572 1.020390 0.2 0.1 -0.2 -0.273
O 0.129492 -2.344874 1.170134 -0.2 -0.1 -0.2 -0.264
C 1.269077 -3.235027 -1.058428 -0.1 0.6 0.6 -0.092
H 1.463142 -4.227804 -0.674073 0.1 -0.1 0.2 0.072
H 2.061833 -2.928340 -1.728448 0.2 0.1 -0.1 0.070
H 0.289092 -3.185710 -1.519168 -0.1 0.1 -0.1 0.046
C 0.217983 -0.348439 -1.244419 -0.3 -0.1 -0.3 -0.093
H 0.090233 0.728144 -1.385011 0.1 -0.1 0.1 0.136
C -1.108266 -1.004529 -0.845178 -0.1 0.2 -0.5 -0.474
O -1.496398 -1.982916 -1.467014 -0.1 -0.1 -0.2 0.039
N -1.806950 -0.444829 0.147308 -0.1 0.0 0.2 -0.054
C -1.404716 0.729988 0.882084 0.1 0.5 0.0 -0.140
H -1.795481 0.618303 1.895883 0.1 0.0 0.0 0.129
C -1.936182 2.040018 0.271160 -0.1 -0.1 -0.1 -0.166
C -3.259537 1.877283 -0.479719 0.0 0.2 0.2 -0.200
H -3.632647 2.877471 -0.710998 0.0 0.0 -0.1 0.107
C -4.330552 1.097891 0.290065 -0.1 -0.1 -0.3 -0.197
H -4.232129 1.285657 1.360730 -0.1 0.1 0.1 0.114
H -5.314759 1.459965 -0.015206 0.0 0.0 0.1 0.107
C -4.277879 -0.404695 0.012440 0.1 0.0 0.3 -0.171
H -5.154449 -0.886813 0.449161 0.0 -0.1 0.0 0.111
H -4.310214 -0.567654 -1.066524 0.0 0.0 0.0 0.116
C -3.032660 -1.087365 0.577060 -0.4 -0.3 -0.2 -0.140
H -2.992604 -2.122723 0.233721 0.0 0.1 0.1 0.125
H -3.056741 -1.083073 1.669617 0.0 0.0 0.0 0.130
H -3.075977 1.372968 -1.430802 0.0 0.0 -0.1 0.110
H -2.062116 2.762835 1.079267 0.1 0.1 0.0 0.111
H -1.201601 2.456363 -0.421730 0.1 0.1 0.0 0.100
H -0.318108 0.767543 0.956662 -0.1 0.0 0.1 0.103
H 0.498464 -0.792555 -2.209757 -0.1 0.1 0.1 0.126
H 2.558617 0.116407 -2.441685 -0.1 0.0 -0.1 0.109
H 4.652567 1.385232 -2.543975 0.0 0.0 -0.1 0.102
H 5.739096 2.139493 -0.452607 0.1 0.1 0.0 0.102
H 4.693460 1.632202 1.715314 0.0 0.0 0.1 0.115
H 3.025812 -0.426189 2.750322 0.0 0.0 0.1 0.090
H 1.422072 -0.073484 2.142174 0.0 0.1 0.2 0.054
H 2.420277 1.233290 2.826639 0.0 0.0 0.0 0.088
```
Positions in Å, forces in eV/Å.

No. 3
The following is a quantum chemistry calculation of an isolated molecule of C16H24N2O4, from OMol25.

Summary:
E in eV: -28151.9771
LUMO level in eV: 0.71
SMILES: CCOCCNC(=O)c1ccccc1C(=O)NCCOCC
Energy relative to the best compared isomer or geometry (same formula, charge and spin) in kJ/mol: 164.2
Highest occupied orbital energy in eV: -9.11
Frontier orbital gap in eV: 9.82

```
46
Properties=species:S:1:pos:R:3:forces:R:3:lowdin_charge:R:1
C 2.946854 1.493992 2.289249 -0.2 -0.2 0.3 -0.066
C 2.983701 0.584673 3.515428 0.2 0.2 -0.1 -0.273
O 1.877062 0.723771 4.381516 0.1 0.1 0.1 -0.155
C 0.620460 0.321595 3.877936 -0.2 -0.2 0.0 -0.185
C 0.478155 -1.202518 3.701490 0.0 0.3 0.2 -0.129
N 0.715500 -1.643220 2.344504 0.3 -0.1 0.1 0.081
C -0.303687 -1.943716 1.512413 0.5 -0.2 0.0 -0.473
O -1.463960 -2.038844 1.854687 -0.3 0.1 0.0 0.090
C 0.129828 -2.235235 0.100891 -0.2 0.1 -0.2 -0.085
C 0.510470 -3.517024 -0.269804 0.0 0.1 0.1 -0.011
C 0.828949 -3.793726 -1.588390 0.0 0.0 -0.1 -0.071
C 0.757871 -2.794524 -2.545407 0.0 -0.1 -0.1 -0.074
C 0.365790 -1.517244 -2.186046 -0.1 0.1 0.1 -0.025
C 0.050488 -1.230603 -0.862869 0.2 -0.2 0.1 -0.084
C -0.316789 0.152040 -0.431561 -0.1 0.0 -0.3 -0.424
O 0.210375 0.694579 0.525863 0.1 0.1 0.1 0.057
N -1.266077 0.736189 -1.182865 -0.3 0.1 -0.3 0.092
H -1.657972 0.251446 -1.974738 0.1 -0.1 0.1 0.144
C -1.720657 2.087629 -0.973287 0.2 0.4 -0.3 -0.134
C -1.362396 2.969965 -2.168991 0.0 0.0 0.3 -0.207
O -2.006403 2.435997 -3.306505 -0.1 -0.1 0.3 -0.161
C -1.645047 3.036693 -4.530326 0.0 0.1 -0.3 -0.277
C -2.183583 4.453634 -4.713114 0.1 -0.4 0.2 -0.075
H -1.995552 4.782514 -5.731243 0.0 0.1 -0.1 0.074
H -1.700635 5.149477 -4.031513 0.0 0.1 0.0 0.066
H -3.254967 4.468137 -4.529618 -0.1 0.0 0.0 0.079
H -0.548892 3.037979 -4.636689 -0.1 -0.1 0.0 0.118
H -2.070485 2.379676 -5.293604 0.1 0.1 0.0 0.119
H -1.691770 3.998547 -1.971078 0.0 -0.1 0.0 0.122
H -0.272039 2.973923 -2.322146 -0.1 0.0 0.0 0.133
H -1.233961 2.460810 -0.070211 -0.1 0.0 -0.1 0.126
H -2.805776 2.090007 -0.838380 0.1 0.0 0.1 0.131
H 0.322725 -0.734457 -2.930155 0.0 0.1 -0.1 0.115
H 1.006826 -3.011484 -3.573538 0.0 0.0 -0.1 0.104
H 1.131087 -4.791156 -1.870692 0.0 -0.1 0.0 0.105
H 0.551465 -4.295011 0.477880 0.0 -0.1 0.1 0.122
H 1.611265 -1.428872 1.933838 -0.2 -0.1 -0.1 0.135
H -0.543935 -1.504291 3.937512 0.1 0.0 0.1 0.120
H 1.170401 -1.712281 4.378711 -0.1 0.1 0.0 0.128
H 0.386628 0.813182 2.927163 0.0 0.0 0.1 0.105
H -0.087103 0.665774 4.635095 0.0 -0.1 -0.1 0.125
H 3.102850 -0.464373 3.203880 0.1 0.0 0.1 0.104
H 3.841675 0.846206 4.142465 0.0 -0.2 -0.1 0.119
H 3.880546 1.395295 1.740960 0.1 0.0 -0.1 0.075
H 2.830420 2.528341 2.602989 0.0 0.1 0.0 0.081
H 2.124147 1.238107 1.626703 0.0 0.0 -0.1 0.037
```
Positions in Å, forces in eV/Å.

No. 4
The following is a quantum chemistry calculation of a structure of composition C16H24N2SiTi, from OMol25.

Summary:
E in eV: -50952.5998
LUMO level (alpha / beta) in eV: 2.80 / 2.75
2S+1: 2
⟨S²⟩: 0.99
Energy relative to the best compared isomer or geometry (same formula, charge and spin) in kJ/mol: 0.0
Total charge: -1
Highest occupied orbital energy (alpha / beta) in eV: -2.80 / -3.44
Frontier orbital gap (alpha / beta) in eV: 5.60 / 6.19

```
44
Properties=species:S:1:pos:R:3:forces:R:3:lowdin_spin:R:1
C -0.485270 0.752367 -3.467771 0.5 0.6 0.1 -0.001
C 0.918802 0.866827 -3.155025 -0.5 0.8 -0.3 0.027
C 1.058977 1.714616 -2.021605 -0.2 -0.5 -0.7 0.006
C -0.231295 2.109375 -1.591578 -0.5 -0.3 -1.3 0.024
C -1.188571 1.544131 -2.486530 0.7 0.9 -0.4 0.022
Ti -0.581687 -0.547239 -1.623173 -1.2 2.9 1.7 0.704
N -2.584793 -0.558333 -1.637647 3.8 -3.2 -3.0 -0.261
C 0.193314 -2.387443 -2.106004 -1.7 -1.3 0.1 0.186
C 1.454910 -1.826282 -2.197019 0.6 -0.8 0.3 0.321
H 2.003873 2.040659 -1.592349 -0.3 -0.3 0.0 0.000
H 1.732175 0.458823 -3.767888 -0.4 0.2 0.5 0.001
H -0.452674 2.762953 -0.754887 0.0 -0.3 -0.1 0.002
H -2.260265 1.721412 -2.481310 0.4 -0.2 0.1 -0.001
H -0.925398 0.258669 -4.347283 0.2 0.3 0.6 0.001
H 1.825683 -1.605127 -3.199426 0.1 0.0 0.5 0.014
H -0.262053 -2.759990 -1.143098 0.7 -0.1 -0.9 0.011
H -2.783189 -1.559847 -1.858040 -0.2 0.1 0.3 -0.003
H 2.156881 -2.015755 -1.376948 -0.2 0.4 -0.5 0.022
H -0.469479 -2.461099 -2.979453 0.3 -0.4 0.1 0.021
C -2.959181 0.787472 0.254296 -0.4 0.2 1.6 -0.078
Si -1.535926 0.252497 1.354858 0.0 -0.1 -1.3 -0.001
C -1.397845 1.666886 2.574417 0.3 0.2 0.6 -0.004
C -2.007693 -1.358108 2.190714 -0.3 -0.1 0.4 0.001
N -0.033211 -0.084578 0.445798 -0.4 -0.1 0.3 0.004
C 1.183579 -0.131496 1.143923 -0.6 -0.1 -0.4 0.002
C 2.433083 -0.076316 0.460200 -0.1 -0.1 0.1 0.005
C 3.646238 -0.246042 1.125757 -0.6 0.1 0.2 0.001
C 3.675718 -0.439921 2.509195 0.1 -0.1 0.1 0.000
C 2.476674 -0.441089 3.225591 -0.3 0.2 -0.5 0.000
C 1.256300 -0.265176 2.566698 0.2 -0.1 0.0 -0.001
H -3.875198 0.855335 0.854537 0.0 0.3 0.3 -0.004
H -3.119213 -0.038041 -0.618008 -0.4 1.3 1.5 -0.021
H -2.776058 1.731881 -0.269677 -0.1 -0.1 0.1 -0.004
H -2.378661 1.794654 3.057545 0.2 0.0 -0.1 0.000
H -0.650945 1.514414 3.360374 -0.1 0.2 0.0 -0.001
H -1.155343 2.601897 2.051592 -0.1 -0.2 0.0 0.000
H -2.107507 -2.152400 1.438424 0.0 0.2 0.1 0.001
H -1.253093 -1.674923 2.921042 -0.2 0.0 -0.1 0.000
H -2.969277 -1.241450 2.709862 0.1 -0.2 0.0 0.000
H 2.422435 0.084042 -0.619809 0.0 -0.1 0.5 0.004
H 4.569835 -0.226095 0.550756 -0.1 0.0 0.1 0.000
H 4.622351 -0.585943 3.022329 -0.1 0.0 0.0 0.000
H 2.474046 -0.579470 4.308524 0.1 0.1 -0.3 0.000
H 0.338955 -0.256767 3.168078 0.5 -0.1 -0.4 0.000
```
Positions in Å, forces in eV/Å.